1.
92
Properties=species:S:1:pos:R:3:forces:R:3 method="wB97M-V/def2-TZVPD" s2=3.75 e_above_lowest_kcal_mol=0.0 total_charge=+1 gap_ev="8.43 / 11.29" total_energy_ev=-116740.4916 spin_multiplicity=4
V 0.02614 0.03015 -0.19460 -0.590 -0.499 -1.198
P -0.05444 -2.79652 -2.83478 -0.250 -0.670 -0.696
F 1.41162 -3.35327 -2.45323 -0.199 -0.086 0.058
F -0.25616 -3.93122 -3.94414 0.061 0.361 0.241
F -0.70922 -3.74712 -1.70499 -0.062 0.088 0.042
F -1.51183 -2.15720 -3.14758 0.092 -0.021 0.104
F 0.15262 -1.62217 -1.68279 0.164 0.261 0.400
F 0.60697 -1.79230 -3.91771 -0.121 -0.068 0.004
C 1.58083 4.40263 2.89953 0.726 0.684 0.205
O 1.04193 3.45112 1.99222 -0.646 -0.094 -0.144
C 1.74649 2.43694 1.53479 0.470 0.060 0.468
O 1.28622 1.65333 0.75158 -0.148 -0.166 -0.340
O 2.97268 2.38396 2.03443 0.168 0.235 0.005
C 3.92176 1.51121 1.38693 -0.348 -0.584 -0.194
H 2.55806 4.76905 2.57926 -0.060 -0.192 -0.104
H 1.69144 4.00396 3.90606 -0.170 -0.155 -0.026
H 0.90327 5.25022 2.89190 -0.194 -0.143 0.076
H 4.52271 1.06317 2.17023 0.225 0.272 0.018
H 4.49912 2.08556 0.66683 0.174 0.085 0.190
H 3.41504 0.70073 0.86505 -0.154 0.117 0.012
C -1.09150 4.25646 -0.76608 0.085 0.081 -0.321
O -2.24697 3.93291 0.01331 0.074 0.558 0.067
C -2.27016 2.73022 0.55083 -0.246 -0.162 -0.248
O -1.48938 1.84626 0.30822 0.187 -0.009 0.398
O -3.32511 2.64838 1.34982 0.042 0.189 0.206
C -3.41599 1.47634 2.16046 -0.028 -0.553 -0.396
H -1.01370 5.34008 -0.78759 -0.151 0.011 0.144
H -1.22341 3.91138 -1.79325 0.058 -0.166 0.108
H -0.19248 3.83251 -0.32334 -0.064 -0.111 -0.054
H -2.72228 1.52667 2.99863 -0.054 0.169 0.050
H -3.17836 0.58927 1.57005 0.030 0.073 0.039
H -4.44592 1.42154 2.49451 0.001 0.115 0.146
C 0.46418 1.27409 -4.54381 0.267 0.189 -0.121
O -0.94726 1.37130 -4.29071 0.065 -0.110 -0.151
C -1.34392 1.07274 -3.07076 -0.352 -0.106 -0.318
O -0.62393 0.94987 -2.11260 0.565 0.035 0.356
O -2.64977 0.95005 -2.96300 -0.197 0.083 0.220
C -3.49510 1.15867 -4.09576 -0.449 0.780 -0.336
H 0.77816 0.23827 -4.46715 0.003 0.035 0.068
H 1.01333 1.90380 -3.85004 -0.028 -0.077 0.058
H 0.61806 1.64608 -5.55114 -0.135 -0.031 -0.051
H -4.46587 1.44588 -3.69393 -0.004 -0.336 0.098
H -3.57724 0.28258 -4.73195 0.150 -0.178 0.136
H -3.17119 2.01121 -4.69098 0.221 -0.140 0.001
C 0.60675 -3.74580 1.25228 -0.044 0.084 -0.278
O 1.95376 -3.32043 1.56939 0.035 -0.091 0.253
C 2.30052 -2.11208 1.18623 -0.195 -0.536 0.031
O 1.57508 -1.33404 0.61696 -0.258 0.490 0.057
O 3.55163 -1.80027 1.46596 -0.180 0.430 0.034
C 4.30616 -2.64172 2.33244 0.685 -0.339 0.325
H 0.41306 -3.57834 0.19528 -0.005 -0.094 0.064
H -0.13699 -3.20667 1.83784 0.182 0.103 0.075
H 0.58355 -4.80176 1.49370 0.025 -0.049 -0.017
H 5.11556 -2.02754 2.72033 -0.031 0.063 -0.104
H 4.73854 -3.47440 1.78162 -0.127 -0.048 -0.039
H 3.72334 -3.01366 3.17061 -0.159 0.014 -0.097
C -4.52592 -0.83312 -1.20866 0.007 0.454 -0.699
O -3.99082 -1.93269 -0.47561 0.042 -0.165 -0.050
C -2.72369 -1.85794 -0.11096 -0.255 0.264 0.257
O -2.04540 -0.85674 -0.19738 0.351 0.325 -0.199
O -2.28469 -2.94046 0.47032 0.583 -0.209 0.113
C -3.01231 -4.15461 0.33763 -0.424 -0.758 0.175
H -4.05288 -0.76496 -2.18818 0.058 -0.215 0.137
H -4.36065 0.12650 -0.71908 -0.028 -0.164 0.258
H -5.58188 -1.03615 -1.34612 -0.049 -0.047 0.206
H -3.02614 -4.50949 -0.69011 -0.076 0.278 -0.110
H -4.01802 -4.04108 0.73862 -0.017 -0.013 -0.146
H -2.49480 -4.91301 0.92137 0.173 0.229 0.108
C 3.49748 -1.41712 -2.69790 -0.188 -0.576 0.194
O 3.86933 -0.04168 -2.78518 0.509 -0.037 -0.263
C 3.05654 0.81922 -2.23389 0.149 -0.149 -0.136
O 2.08499 0.53895 -1.58040 -0.414 0.276 0.326
O 3.50240 2.03593 -2.52762 -0.154 0.597 0.157
C 2.74417 3.15796 -2.04549 -0.021 -0.526 0.151
H 4.33398 -1.96685 -3.11318 -0.024 -0.020 -0.129
H 2.57485 -1.60986 -3.24036 0.339 0.155 -0.056
H 3.33861 -1.73632 -1.66611 0.066 0.241 0.010
H 3.30410 4.02640 -2.36890 -0.177 0.110 -0.126
H 2.66524 3.14593 -0.96186 0.170 -0.075 0.141
H 1.72176 3.12009 -2.42275 0.119 0.188 -0.157
C 0.84176 0.37380 4.33664 -0.048 0.357 0.282
O -0.27890 -0.51653 4.32449 0.053 -0.041 0.190
C -0.88172 -0.67378 3.15596 0.120 -0.277 0.073
O -0.56105 -0.11962 2.13711 0.244 0.159 0.080
O -1.87393 -1.53948 3.19823 -0.446 0.040 -0.276
C -2.31722 -2.08984 4.44115 -0.108 0.004 0.660
H 1.66912 -0.00629 3.74097 -0.059 -0.105 -0.065
H 1.11749 0.44879 5.38390 0.130 -0.042 -0.033
H 0.54626 1.35959 3.97708 -0.019 -0.059 -0.095
H -1.54317 -2.70670 4.89402 -0.022 -0.051 -0.088
H -3.20741 -2.67325 4.23050 0.127 -0.122 -0.244
H -2.60791 -1.31776 5.15642 0.180 0.121 -0.175

=====

2.
80
Properties=species:S:1:pos:R:3:forces:R:3 method="wB97M-V/def2-TZVPD" total_charge=+1 gap_ev=9.50 total_energy_ev=-77872.1955
C -3.43725 -5.72677 2.11871 -0.388 -0.535 -0.273
C -3.04772 -5.08358 1.18073 0.325 0.903 -0.454
C -2.68399 -4.27980 -0.03705 -0.389 -1.243 0.455
C -3.94430 -4.19079 -0.95862 0.802 0.333 -0.486
C -4.66555 -2.81634 -0.97919 -0.464 -0.170 0.647
C -5.39996 -2.45142 0.30773 -0.852 -0.218 0.351
N -4.96272 -1.99049 1.49026 1.098 0.824 0.451
C -3.56719 -1.73983 1.86474 0.903 -0.972 0.256
C -5.98915 -1.75353 2.38615 -1.851 -0.702 -1.290
C -7.14909 -2.11388 1.71579 1.964 0.579 1.070
N -6.73641 -2.53627 0.46819 -1.298 -0.068 -0.199
C -7.78745 -3.00297 -0.45296 -0.495 -0.935 -0.214
C -8.36450 -4.31752 -0.02346 0.416 0.792 -0.161
C -8.93590 -5.30704 0.33788 -0.465 -0.157 -0.224
H -3.88060 -6.46800 2.76586 0.397 0.534 -0.012
H -1.90611 -4.84507 -0.58180 -0.273 0.303 0.291
H -2.24298 -3.30956 0.22397 -0.202 -0.295 -0.150
H -3.58692 -4.36585 -1.99188 -0.322 0.181 0.422
H -4.62372 -5.02401 -0.72273 0.089 0.475 -0.018
H -5.44462 -2.88481 -1.75911 0.426 0.272 0.311
H -3.99609 -1.97973 -1.24142 -0.084 -0.419 0.054
H -3.15461 -2.69415 2.24720 -0.196 0.468 -0.114
H -2.94397 -1.45796 1.00310 -0.501 0.265 0.282
H -3.48852 -1.01499 2.68711 -0.309 -0.051 -0.571
H -5.90096 -1.35638 3.39477 0.401 -0.176 -0.480
H -8.17983 -2.06910 2.06797 0.424 -0.193 -0.452
H -7.42819 -3.06100 -1.49082 -0.026 0.060 0.484
H -8.60812 -2.26945 -0.41931 0.414 -0.131 -0.104
H -9.56711 -6.15587 0.56032 0.548 0.349 0.035
C -2.75306 2.98052 -2.03777 -0.159 0.134 -0.120
O -1.42522 2.81757 -1.52973 0.085 -0.164 0.226
P -0.82900 1.33871 -1.48474 0.535 0.202 -0.342
O -0.97563 0.57684 -2.72214 -0.363 -0.166 0.248
O -1.53299 0.66276 -0.22615 0.063 -0.213 -0.059
C -1.64495 1.37634 1.00527 -0.178 0.156 0.220
O 0.64812 1.58094 -0.99134 -0.509 0.071 0.226
C 1.61141 1.98012 -1.98814 0.536 0.096 -0.324
H -3.26464 3.71918 -1.42244 0.093 0.010 0.019
H -2.70166 3.34043 -3.06375 -0.021 -0.077 0.000
H -3.31366 2.04460 -2.00860 0.037 -0.004 -0.053
H -2.63915 1.82364 1.06316 0.038 0.052 0.019
H -0.89522 2.15941 1.11164 0.044 -0.072 -0.098
H -1.52917 0.66431 1.82141 0.071 -0.020 -0.058
H 2.37451 2.59171 -1.51014 -0.119 -0.046 0.174
H 1.14287 2.56061 -2.78300 -0.054 -0.044 0.041
H 2.07927 1.09320 -2.41303 -0.067 0.009 -0.008
C 2.65097 6.63147 0.60049 -0.174 0.104 -0.122
O 3.96965 6.46922 1.13206 0.187 -0.088 0.122
P 4.56244 4.98928 1.18642 0.102 -0.049 -0.220
O 4.44952 4.23653 -0.06459 -0.237 -0.053 0.298
O 3.83569 4.32005 2.42576 0.241 -0.100 -0.243
C 3.71492 5.05121 3.64956 -0.102 0.150 0.269
O 6.03865 5.23210 1.70160 -0.377 0.124 0.130
C 7.00911 5.63277 0.72419 0.312 0.062 -0.213
H 2.12870 7.36988 1.20678 0.093 0.007 0.026
H 2.72043 6.99148 -0.42471 -0.016 -0.071 0.000
H 2.09033 5.69547 0.62055 0.036 -0.002 -0.040
H 2.72876 5.51514 3.69170 0.039 0.023 -0.014
H 4.48069 5.82069 3.74197 0.000 -0.041 -0.035
H 3.81306 4.35232 4.47755 0.024 -0.069 -0.105
H 7.76241 6.24049 1.22048 -0.103 -0.036 0.117
H 6.55276 6.21836 -0.07409 -0.014 -0.031 0.025
H 7.48174 4.74803 0.30053 -0.075 0.011 -0.017
C 4.15201 -0.64066 0.08936 -0.131 0.232 0.133
O 5.27682 -1.32366 -0.47075 0.162 -0.206 -0.128
P 5.20392 -1.68450 -2.02437 0.093 0.108 -0.091
O 4.82347 -0.57295 -2.89272 -0.245 -0.156 0.057
O 4.23454 -2.93726 -2.08960 0.185 0.178 -0.204
C 4.39626 -4.00102 -1.14912 -0.036 -0.212 0.204
O 6.63383 -2.30569 -2.30039 -0.277 -0.068 0.319
C 7.70860 -1.38300 -2.52191 0.306 0.186 -0.113
H 3.95659 -1.05520 1.07754 0.095 -0.045 -0.026
H 4.38754 0.41882 0.18347 -0.060 -0.003 -0.058
H 3.26041 -0.76230 -0.52858 0.020 0.040 -0.009
H 3.68948 -3.86294 -0.32956 0.046 0.012 0.007
H 5.40921 -4.04200 -0.74960 -0.017 0.023 -0.039
H 4.17563 -4.94016 -1.65240 -0.004 0.087 -0.090
H 8.63253 -1.84768 -2.18444 -0.110 -0.110 0.030
H 7.55772 -0.45503 -1.96982 -0.027 -0.026 -0.020
H 7.78326 -1.16402 -3.58595 -0.062 0.027 0.036

=====

3.
84
Properties=species:S:1:pos:R:3:forces:R:3 method="wB97M-V/def2-TZVPD" e_above_lowest_kcal_mol=34.4 gap_ev=11.16 total_energy_ev=-65454.3463 smiles="COC(=O)OC.COC(=O)OC.COC(=O)OC.COC(=O)OC.COC(=O)OC.COC(=O)OC.COC(=O)OC"
C -5.60421 0.37389 -1.41799 -1.676 -1.226 -0.183
O -4.28304 -0.10528 -1.49939 0.878 1.007 0.205
C -4.07757 -1.35522 -1.89347 -1.333 -1.510 0.051
O -4.90556 -2.22821 -2.03255 -0.090 0.674 0.058
O -2.80140 -1.52829 -2.10172 1.493 1.047 -0.076
C -2.28618 -2.80783 -2.41004 0.216 -0.458 -0.168
H -6.00862 0.54376 -2.41900 0.141 0.178 0.046
H -5.74055 1.25809 -0.80166 0.858 0.136 -0.057
H -6.23603 -0.40307 -0.96918 0.074 0.074 -0.076
H -1.26024 -2.67104 -2.74995 -0.044 0.297 0.100
H -2.82613 -3.28095 -3.22766 -0.284 -0.066 0.219
H -2.25890 -3.41984 -1.50965 -0.281 -0.139 -0.081
C 3.26199 1.39416 -0.41070 1.517 -0.671 0.161
O 1.87477 1.43479 -0.18177 -0.423 0.588 0.202
C 1.22842 0.31982 0.17953 0.507 0.079 -1.044
O 1.73896 -0.75321 0.32980 -0.008 -0.485 0.457
O -0.05728 0.60778 0.20235 -0.200 0.267 -0.282
C -0.96425 -0.47318 0.37829 -0.045 -0.762 0.010
H 3.65112 0.40609 -0.67276 -0.553 -0.064 -0.209
H 3.85797 1.64747 0.47202 -0.444 0.290 0.202
H 3.52484 2.09666 -1.19866 -0.358 0.091 -0.020
H -1.95175 -0.05021 0.24034 -0.039 0.065 0.617
H -0.74553 -0.96740 1.32447 -0.544 0.288 0.223
H -0.91322 -1.26556 -0.37468 0.596 0.377 -0.276
C 3.07489 -3.73856 -0.62027 -1.461 -0.130 0.588
O 4.40042 -3.89150 -1.07606 0.521 -0.456 0.359
C 5.10843 -2.78552 -1.26710 -1.079 1.101 -0.601
O 4.69833 -1.65573 -1.13209 0.365 -0.093 0.243
O 6.27476 -3.12187 -1.75797 1.359 -1.340 -0.098
C 7.27148 -2.15459 -2.01516 -0.418 1.850 -0.145
H 2.75924 -4.58526 -0.00606 0.683 -0.326 -0.183
H 2.38217 -3.74396 -1.46348 0.146 0.380 -0.096
H 2.89927 -2.88210 0.02798 0.325 0.366 -0.450
H 6.95883 -1.47672 -2.81350 -0.147 -0.257 -0.208
H 8.22192 -2.58231 -2.30917 -0.229 -0.666 0.168
H 7.42025 -1.47052 -1.17868 0.009 -0.353 0.342
C -2.86391 -4.93372 1.48383 -0.365 -0.423 0.716
O -3.15004 -3.63192 0.99752 -0.199 -0.261 -1.239
C -3.37092 -2.66247 1.85600 1.880 1.382 1.128
O -3.08013 -2.69596 3.03457 -0.959 -0.357 -0.315
O -3.71088 -1.54228 1.20114 -0.449 -0.933 0.130
C -4.42778 -0.55162 1.99468 0.802 -0.797 -0.436
H -3.12206 -5.63139 0.69228 -0.033 0.116 -0.077
H -3.48782 -5.11883 2.35867 0.033 -0.140 -0.038
H -1.82978 -5.10185 1.78281 0.122 0.459 -0.129
H -4.69524 0.13876 1.20496 -0.577 0.259 0.492
H -3.78013 -0.07809 2.72744 0.116 -0.061 -0.101
H -5.21897 -1.09783 2.50462 -0.364 0.505 -0.118
C 5.43900 4.03127 -7.41531 -1.133 -0.513 -0.321
O 5.34052 3.63737 -6.05196 0.480 0.696 0.958
C 5.39085 2.36447 -5.71364 0.172 -1.594 -1.462
O 5.45399 1.43264 -6.49162 0.005 0.542 0.334
O 5.37209 2.24519 -4.40259 -0.007 1.381 1.184
C 5.47877 0.98015 -3.81647 -1.489 -2.059 0.171
H 6.17612 3.48799 -8.00256 0.242 -0.020 0.359
H 5.60626 5.10237 -7.39941 0.163 -0.036 -0.027
H 4.45799 3.82013 -7.85267 0.170 0.188 -0.259
H 6.20405 0.35187 -4.32629 0.255 0.133 0.231
H 4.52399 0.43021 -3.82546 -0.080 0.147 -1.048
H 5.51474 0.95917 -2.72559 1.198 1.087 -0.069
C -2.65226 2.90364 1.36690 0.738 1.080 0.806
O -3.81164 2.36428 1.97759 -0.566 -0.588 -0.844
C -4.20808 2.87405 3.13032 0.252 0.069 -0.322
O -3.70531 3.78880 3.70697 0.209 0.673 0.519
O -5.26298 2.17180 3.50983 -0.876 -0.898 -0.518
C -6.08533 2.61489 4.55028 0.016 1.598 1.648
H -2.45827 2.43156 0.40931 -0.243 -0.331 0.160
H -1.83870 2.75793 2.07604 0.225 -0.112 -0.424
H -2.75825 3.98343 1.22308 -0.173 -0.106 -0.079
H -7.11593 2.28958 4.44910 0.234 -0.597 -0.344
H -6.15000 3.70706 4.63799 0.255 -0.018 -0.588
H -5.67797 2.35664 5.53163 -0.072 -0.541 -0.151
C -0.62243 -0.43326 5.39407 -0.088 0.208 0.185
O 0.47072 0.32714 4.85708 0.081 -0.109 0.544
C 0.18346 1.15578 3.86262 0.310 -1.320 -0.999
O -0.77832 1.06937 3.14057 -0.602 0.508 0.332
O 1.22405 1.93392 3.66302 0.821 0.860 0.400
C 1.04631 3.04246 2.76514 -0.959 -0.614 -0.180
H -0.57226 -1.49781 5.17250 0.266 0.107 -0.446
H -1.54321 -0.01327 4.99701 -0.146 -0.203 0.243
H -0.53207 -0.33258 6.47397 -0.234 0.131 -0.006
H 0.39503 3.77038 3.24888 0.238 0.216 0.009
H 0.52331 2.67572 1.88118 0.230 0.154 -0.156
H 2.02183 3.43830 2.51559 0.067 -0.023 0.147